No. 1
C12H32CuF4N2O20S8 | the ωB97M-V functional and the def2-TZVPD basis

Values from the calculation:
* E_HOMO (spin up / spin down): -0.38783 / -0.38733 Ha
* relative energy (zero: lowest compared OMol25 entry of this formula, charge and spin): 6.065 eV
* orbital gap (spin up / spin down): 9.662 / 6.479 eV
* molecular weight: 920.46 g mol⁻¹
* calculated total energy: -199075.363 eV

ORCA input file:
```
! wB97M-V def2-TZVPD RIJCOSX def2/J DEFGRID3
* xyz 0 2
Cu 1.23 0.35 0.29
N 2.44 0.58 -1.42
S 3.87 0.43 -1.92
O 4.88 1.43 -1.57
O 4.07 -0.41 -3.15
F 4.24 -0.70 -0.81
S 2.13 1.76 -2.66
O 2.10 1.34 -4.03
O 2.62 3.09 -2.41
F 0.54 1.97 -2.30
N 2.37 0.44 2.03
S 3.54 1.64 2.55
O 4.78 1.56 1.82
O 3.44 2.25 3.86
F 2.76 2.73 1.68
S 3.02 -0.56 2.95
O 2.67 -0.50 4.35
O 4.38 -0.98 2.65
F 2.17 -1.75 2.25
O -0.30 -0.36 1.90
S -1.21 -1.22 2.64
O -2.64 -0.92 2.55
O -0.95 -2.77 2.15
C -1.83 -3.84 2.52
C -3.08 -3.84 1.66
C -0.66 -1.34 4.40
H -1.88 -3.86 3.61
H -1.26 -4.75 2.35
H -3.71 -2.98 1.88
H -3.67 -4.75 1.84
H -2.90 -3.77 0.59
H -1.46 -1.82 4.96
H -0.37 -0.37 4.81
H 0.19 -2.02 4.42
O 0.00 2.44 0.55
S -1.06 3.50 0.63
O -2.43 3.36 0.12
O -1.14 4.08 2.19
C 0.07 4.17 2.91
C 0.06 3.16 4.05
C -0.38 5.07 -0.10
H 0.31 5.16 3.30
H 0.94 3.97 2.28
H 0.17 2.15 3.65
H -0.77 3.31 4.74
H 1.00 3.26 4.60
H -1.06 5.81 0.31
H -0.25 4.97 -1.18
H 0.58 5.01 0.42
O -2.08 -2.12 -1.27
S -1.95 -0.65 -1.40
O -0.81 0.04 -0.81
O -1.97 -0.33 -3.00
C -2.11 1.01 -3.40
C -3.44 1.30 -4.05
C -3.56 0.17 -0.88
H -1.26 1.17 -4.07
H -1.90 1.72 -2.60
H -4.33 1.49 -3.45
H -3.65 0.45 -4.70
H -3.48 2.16 -4.72
H -4.41 -0.36 -1.31
H -3.52 1.24 -1.08
H -3.66 0.00 0.19
O 2.88 -3.46 -0.50
S 1.62 -2.95 -0.98
O 1.06 -1.80 -0.32
O 1.79 -2.77 -2.62
C 0.84 -1.97 -3.41
C 1.16 -2.07 -4.88
C 0.40 -4.43 -0.94
H 0.87 -0.97 -2.98
H -0.15 -2.31 -3.12
H 1.17 -3.08 -5.30
H 2.08 -1.55 -5.15
H 0.34 -1.60 -5.43
H 0.85 -5.24 -1.51
H -0.52 -4.00 -1.33
H 0.18 -4.59 0.12
*
```

=====

No. 2
C12H32I2O4Zn | the ωB97M-V functional and the def2-TZVPD basis

Values from the calculation:
* E_HOMO: -0.26550 Ha
* relative energy (zero: lowest compared OMol25 entry of this formula, charge and spin): 0.927 eV
* orbital gap: 7.200 eV
* molecular weight: 559.58 g mol⁻¹
* calculated total energy: -85775.161 eV

ORCA input file:
```
! wB97M-V def2-TZVPD RIJCOSX def2/J DEFGRID3
* xyz 0 1
Zn -8.30 31.74 -3.91
I -9.08 31.84 -6.61
I -6.29 29.68 -4.06
C -7.69 30.04 -0.24
C -8.32 31.39 -0.53
C -8.20 32.39 0.59
O -7.79 31.89 -1.79
H -7.77 29.36 -1.08
H -8.12 29.61 0.67
H -6.64 30.15 0.05
H -9.38 31.27 -0.79
H -8.45 33.41 0.26
H -7.18 32.46 0.98
H -8.87 32.17 1.42
H -6.90 32.20 -1.59
C -10.06 35.44 -3.58
C -9.82 34.24 -2.67
C -10.84 34.20 -1.55
O -9.87 33.04 -3.46
H -10.06 36.33 -2.96
H -11.03 35.34 -4.09
H -9.30 35.59 -4.34
H -8.82 34.33 -2.23
H -10.68 33.37 -0.87
H -11.83 34.11 -2.02
H -10.83 35.07 -0.89
H -10.74 33.03 -3.87
C -11.46 28.75 -4.27
C -11.05 30.07 -3.65
C -11.91 30.45 -2.45
O -9.65 30.09 -3.32
H -12.51 28.79 -4.58
H -11.37 27.92 -3.57
H -10.86 28.50 -5.15
H -11.23 30.84 -4.41
H -12.94 30.13 -2.64
H -11.88 31.51 -2.24
H -11.64 29.93 -1.52
H -9.51 29.30 -2.78
C -6.10 35.51 -4.66
C -6.21 34.09 -5.21
C -4.86 33.44 -5.50
O -6.87 33.28 -4.19
H -5.60 36.17 -5.37
H -5.51 35.53 -3.74
H -7.12 35.85 -4.52
H -6.78 34.02 -6.14
H -4.37 33.05 -4.61
H -4.18 34.21 -5.88
H -4.87 32.64 -6.25
H -6.38 33.45 -3.38
*
```